C16H12CuN4S | ωB97M-V/def2-TZVPD

Properties
Energy: -78218.321 eV
E_LUMO: -3.4445 eV
HOMO level: -10.989 eV

The geometry in ORCA input format:
```
! RIJCOSX wB97M-V def2-TZVPD def2/J DEFGRID3
* xyz 1 1
Cu 1.369 0.624 -0.821
C -1.359 -2.845 -0.838
C -0.182 -2.089 -0.822
N -0.171 -0.771 -0.825
C -1.359 -0.116 -0.859
C -2.587 -0.785 -0.872
C -2.561 -2.190 -0.857
C -3.811 -0.033 -0.900
C -3.792 1.313 -0.919
C -2.549 2.032 -0.916
C -2.483 3.437 -0.944
C -1.264 4.058 -0.944
C -0.105 3.273 -0.919
N -0.137 1.954 -0.893
C -1.341 1.331 -0.889
H -1.306 -3.924 -0.835
H 0.785 -2.578 -0.814
H -3.494 -2.741 -0.867
H -4.749 -0.574 -0.908
H -4.716 1.878 -0.941
H -3.400 4.012 -0.966
H -1.181 5.135 -0.964
H 0.876 3.730 -0.920
S 3.593 0.528 -0.682
C 3.508 -0.336 0.789
N 3.745 -1.683 0.762
C 3.775 -2.460 1.864
C 3.560 -1.889 3.076
C 3.339 -0.502 3.073
N 3.306 0.243 1.986
H 3.946 -2.072 -0.151
H 3.975 -3.512 1.719
H 3.582 -2.467 3.986
H 3.187 0.023 4.010
*
```